C27H83CuN19O12 as an isolated structure in a non-equilibrium geometry, computed with ωB97M-V/def2-TZVPD.

Each line ends with the Löwdin spin population.
Element x y z (Å)
Cu1 -0.034 -0.498 0.880  0.8343
C1 -1.439 0.478 -3.954  0.0000
O1 -1.680 0.594 -2.752  -0.0001
N1 -0.414 0.958 -4.610  0.0000
N2 -2.104 -0.330 -4.752  0.0000
H1 0.324 1.386 -4.069  0.0000
H2 -0.376 0.885 -5.617  0.0000
H3 -1.730 -0.393 -5.688  0.0000
H4 -2.865 -0.920 -4.447  0.0000
C2 0.000 1.540 3.457  0.0028
O2 -0.422 0.805 2.562  0.0176
N3 1.190 2.098 3.366  0.0004
N4 -0.646 1.878 4.544  0.0008
H5 1.775 1.912 2.564  0.0000
H6 1.573 2.717 4.067  0.0000
H7 -0.255 2.389 5.323  0.0002
H8 -1.619 1.612 4.603  0.0000
C3 2.940 0.958 0.654  0.0009
O3 2.111 0.154 0.954  0.0061
N5 3.670 1.637 1.548  0.0003
N6 3.198 1.342 -0.549  0.0001
H9 4.282 2.393 1.275  0.0001
H10 3.791 1.226 2.462  0.0000
H11 3.968 1.952 -0.783  0.0000
H12 2.894 0.686 -1.254  0.0000
C4 -0.491 2.607 -0.186  0.0011
O4 -0.121 1.475 0.010  0.0093
N7 -0.350 3.582 0.619  0.0001
N8 -0.970 2.892 -1.331  0.0002
H13 -0.047 3.379 1.561  0.0000
H14 -0.581 4.463 0.182  0.0000
H15 -1.067 2.124 -1.979  0.0000
H16 -1.231 3.842 -1.555  0.0001
C5 2.842 -0.492 -3.679  0.0000
O5 2.322 -0.291 -2.588  0.0002
N9 2.894 0.359 -4.732  0.0000
N10 3.421 -1.683 -3.943  0.0000
H17 2.700 1.350 -4.746  0.0000
H18 3.189 -0.083 -5.591  0.0000
H19 3.772 -1.983 -4.841  0.0000
H20 3.800 -2.205 -3.165  0.0000
C6 -1.924 -2.606 2.862  0.0001
O6 -0.953 -2.146 2.250  0.0007
N11 -2.548 -3.700 2.481  0.0000
N12 -2.410 -2.122 3.995  0.0001
H21 -2.291 -4.190 1.636  0.0000
H22 -3.004 -4.193 3.235  0.0000
H23 -1.899 -1.345 4.387  0.0000
H24 -3.179 -2.535 4.503  0.0000
C7 -3.419 -0.261 0.469  0.0009
O7 -2.170 -0.365 0.516  0.0068
N13 -4.007 -0.047 -0.654  -0.0001
N14 -4.156 -0.349 1.575  -0.0002
H25 -3.433 0.040 -1.480  0.0000
H26 -4.975 0.183 -0.478  0.0000
H27 -3.752 -0.539 2.481  0.0000
H28 -5.150 -0.392 1.401  0.0000
C8 -0.495 -2.939 -2.552  0.0044
C9 -0.191 -2.526 -1.191  0.0041
C10 0.924 -3.247 -0.469  -0.0003
O8 1.218 -2.565 0.745  0.0018
C11 2.319 -3.119 1.444  0.0000
N15 0.022 -1.099 -1.292  0.0988
H29 -1.141 -2.237 -3.079  0.0004
H30 -0.942 -3.928 -2.654  0.0011
H31 0.466 -2.899 -3.064  0.0000
H32 -1.043 -2.693 -0.532  0.0009
H33 1.835 -3.176 -1.064  0.0000
H34 0.600 -4.267 -0.260  0.0000
H35 2.621 -4.145 1.231  0.0001
H36 2.255 -3.108 2.532  0.0000
H37 3.215 -2.530 1.251  0.0000
H38 0.910 -0.942 -1.746  0.0026
H39 -0.672 -0.748 -1.936  0.0028
C12 -3.469 -4.314 -0.452  0.0001
C13 -3.136 -5.708 -0.004  0.0000
C14 -3.467 -6.821 -1.027  0.0000
O9 -2.543 -6.799 -2.063  0.0000
C15 -2.934 -7.736 -3.101  0.0000
N16 -1.765 -5.656 0.406  0.0001
H40 -3.216 -4.166 -1.502  0.0000
H41 -3.094 -3.424 0.054  0.0000
H42 -4.516 -4.224 -0.741  0.0000
H43 -3.649 -5.846 0.948  0.0000
H44 -4.513 -6.895 -1.324  0.0000
H45 -3.171 -7.728 -0.500  0.0000
H46 -2.028 -7.995 -3.649  0.0000
H47 -3.488 -7.228 -3.891  0.0000
H48 -3.385 -8.685 -2.810  0.0000
H49 -1.533 -6.533 0.851  0.0000
H50 -1.291 -5.661 -0.486  0.0000
C16 1.767 5.076 -2.209  0.0000
C17 1.716 4.211 -3.489  0.0000
C18 3.177 4.049 -4.067  0.0000
O10 3.118 3.155 -5.122  0.0000
C19 2.606 3.859 -6.304  0.0000
N17 1.284 2.901 -3.058  0.0000
H51 1.905 6.134 -2.432  0.0000
H52 2.644 4.756 -1.646  0.0000
H53 0.858 5.008 -1.613  0.0000
H54 1.038 4.614 -4.241  0.0000
H55 3.899 3.601 -3.384  0.0000
H56 3.590 5.019 -4.346  0.0000
H57 2.545 3.153 -7.132  0.0000
H58 3.119 4.749 -6.666  0.0000
H59 1.573 4.192 -6.200  0.0000
H60 2.014 2.258 -2.788  0.0000
H61 0.583 2.926 -2.332  0.0000
C20 4.109 -1.187 3.762  0.0000
C21 4.849 -0.157 4.646  0.0000
C22 6.286 -0.012 4.103  0.0000
O11 7.119 -1.055 4.648  0.0000
C23 8.485 -0.862 4.230  0.0000
N18 4.144 1.070 4.671  0.0000
H62 4.274 -1.143 2.685  0.0000
H63 3.037 -1.305 3.919  0.0000
H64 4.501 -2.153 4.079  0.0000
H65 4.943 -0.511 5.673  0.0000
H66 6.614 0.997 4.353  0.0000
H67 6.262 -0.090 3.016  0.0000
H68 8.552 -0.768 3.146  0.0000
H69 8.912 -1.816 4.541  0.0000
H70 8.984 0.014 4.645  0.0000
H71 3.269 0.913 5.150  0.0000
H72 4.686 1.589 5.347  0.0000
C24 -3.327 3.242 1.921  0.0000
C25 -4.523 3.422 2.875  0.0000
C26 -5.778 3.976 2.137  0.0000
O12 -5.645 5.335 1.639  0.0000
C27 -6.582 5.755 0.653  0.0000
N19 -4.818 2.154 3.507  0.0000
H73 -3.324 4.107 1.258  0.0000
H74 -3.428 2.379 1.263  0.0000
H75 -2.432 3.487 2.493  0.0000
H76 -4.186 4.190 3.571  0.0000
H77 -6.682 3.892 2.740  0.0000
H78 -5.991 3.288 1.318  0.0000
H79 -6.716 4.956 -0.076  0.0000
H80 -6.299 6.696 0.180  0.0000
H81 -7.546 5.908 1.139  0.0000
H82 -4.845 1.518 2.723  0.0000
H83 -3.986 1.869 4.004  0.0000

Forces on atoms 1 to 3 (eV/Å):
Cu -0.2869 0.7102 -1.1410
C -0.2331 -1.2785 0.2053
O -0.3010 0.5377 0.5826

Results
LUMO (alpha / beta), eV: -3.500 / -5.123
Energy relative to the best compared isomer or geometry (same formula, charge and spin), kJ/mol: 30.72
E_HOMO (alpha / beta), eV: -12.86 / -12.86
2S+1: 2
Total charge: +2
Orbital gap (alpha / beta), Ha: 0.3439 / 0.2843
Calculated total energy, Eh: -4661.9106